1.
Entry from the OMol25 dataset: a molecular structure, C46H36IN13O2S2V (the ωB97M-V functional and the def2-TZVPD basis).

Calculated values
⟨S²⟩   3.77
HOMO (alpha / beta)   -6.919 / -7.245 eV
Orbital gap (alpha / beta)   6.80 / 6.69 eV
LUMO level (alpha / beta)   -0.1 / -0.6 eV
Electronic energy   -127214.0596 eV
Multiplicity   4
Energy relative to the best compared isomer or geometry (same formula, charge and spin)   153.2 kJ/mol

XYZ file:
```
101
Properties=species:S:1:pos:R:3:forces:R:3:lowdin_spin:R:1
V -0.088269 -1.794001 -1.149417 0.57 1.25 -1.34 2.651
C 1.298660 -2.895287 2.816238 0.03 0.00 0.12 0.014
C 0.476453 -2.522464 1.629406 -0.22 0.06 -0.01 0.087
N 0.975874 -2.375746 0.442457 0.71 -0.31 0.67 -0.006
N 2.320976 -2.567346 0.275485 -0.23 0.14 -0.13 -0.009
C 2.737257 -1.882566 -0.802990 0.16 -0.69 0.43 0.006
O 2.042204 -1.083731 -1.474662 -0.41 0.07 0.48 -0.006
C 4.128316 -2.215614 -1.228108 -0.08 0.37 -0.35 0.000
C 5.089299 -2.725892 -0.364829 -0.03 -0.07 0.04 0.001
C 6.344529 -3.055232 -0.851223 0.04 -0.01 0.01 0.000
C 6.642322 -2.889285 -2.198007 -0.01 0.00 0.00 0.001
C 5.683909 -2.378196 -3.061931 -0.04 0.01 0.04 0.000
C 4.433537 -2.029986 -2.573987 0.10 0.00 0.02 0.001
C -0.947023 -2.182716 1.720039 0.02 -0.06 0.03 0.027
C -1.717557 -2.422940 2.859970 0.06 -0.02 -0.04 0.012
C -3.042002 -2.036456 2.873283 -0.08 0.02 0.02 0.018
C -3.583876 -1.427721 1.747816 0.03 -0.01 0.00 0.016
C -2.765906 -1.233217 0.651704 0.07 0.10 -0.05 0.018
N -1.477746 -1.582010 0.632056 0.26 0.12 0.02 0.035
H 2.307062 -2.502696 2.694624 -0.02 0.03 -0.03 0.002
H 0.863086 -2.508223 3.737395 0.02 0.01 0.00 0.001
H 1.392607 -3.979787 2.918644 -0.02 -0.01 -0.04 0.005
H 4.842039 -2.867700 0.678524 0.00 0.00 -0.01 0.000
H 7.096051 -3.446835 -0.177606 0.01 0.00 0.01 0.000
H 7.622221 -3.155867 -2.572764 0.01 -0.01 0.00 0.000
H 5.908410 -2.245898 -4.112489 0.01 -0.01 -0.01 0.000
H 3.675991 -1.613580 -3.225530 -0.01 -0.01 -0.01 0.000
H -1.276221 -2.918976 3.712234 -0.01 -0.01 0.01 0.000
H -3.652536 -2.212707 3.749367 0.00 0.00 0.00 0.001
H -4.614406 -1.106049 1.714543 -0.01 0.00 0.01 0.001
H -3.142008 -0.758223 -0.246054 0.02 0.06 -0.03 0.002
S -0.218320 -0.545047 -3.754888 -0.09 -0.16 0.29 0.008
C 0.622392 -2.022511 -3.877739 -0.24 0.05 0.12 0.011
N 0.727925 -2.826834 -2.845916 0.25 -0.29 -0.09 0.004
C 1.474065 -3.960672 -3.109328 -0.08 0.08 -0.01 0.002
C 1.797844 -4.954910 -2.190374 0.04 -0.03 0.03 0.002
C 2.573301 -6.019654 -2.610273 0.00 0.00 -0.03 0.000
C 3.026458 -6.103676 -3.928960 -0.02 0.02 0.04 0.000
C 2.713841 -5.115833 -4.847401 0.01 0.00 -0.02 0.000
C 1.936676 -4.044882 -4.427758 0.02 -0.05 0.03 0.000
S 1.412241 -2.641850 -5.311250 0.03 0.10 -0.13 0.004
H 1.484344 -4.863318 -1.157604 -0.01 0.01 -0.01 0.001
H 2.844612 -6.791016 -1.901768 0.01 -0.02 0.00 0.000
H 3.637142 -6.942430 -4.233836 0.01 -0.01 -0.01 0.000
H 3.075524 -5.173260 -5.865408 0.00 0.00 -0.01 0.000
C -1.548044 5.271843 -2.685489 0.01 -0.07 -0.07 0.000
N -2.297815 4.084014 -2.332391 -0.13 -0.05 -0.14 0.000
C -1.890706 2.917780 -1.807843 0.09 0.03 0.13 0.000
N -2.929577 2.173590 -1.485062 0.07 -0.12 -0.08 0.000
C -3.974962 2.950524 -1.861379 -0.08 0.04 0.00 0.000
N -3.647744 4.114999 -2.374981 0.04 0.02 0.08 0.000
C -1.601871 6.319897 -1.595132 -0.01 0.00 -0.05 0.000
C -1.511379 7.671021 -1.904218 -0.06 0.05 0.02 0.000
C -1.578456 8.631425 -0.901807 0.00 -0.06 0.02 0.000
C -1.728096 8.251694 0.422530 0.01 -0.01 -0.11 0.000
C -1.802146 6.897635 0.730950 0.01 0.17 0.14 0.000
C -1.744373 5.941384 -0.271092 0.05 -0.08 -0.01 0.000
C -1.926174 6.466232 2.122220 0.00 0.07 -0.25 0.000
N -2.437899 7.073279 3.131748 0.00 -0.13 0.24 0.000
N -2.294125 6.203654 4.220629 -0.04 0.19 -0.26 0.000
C -1.711871 5.156088 3.758064 0.14 -0.20 0.25 0.000
O -1.442310 5.239803 2.437034 -0.04 0.04 0.02 0.000
C -1.286142 3.950316 4.467651 -0.23 0.08 0.08 0.000
C -1.888981 3.612445 5.676788 0.08 -0.04 0.02 0.000
C -1.483898 2.465098 6.336561 0.03 0.01 -0.06 0.000
C -0.488838 1.661213 5.791454 -0.05 0.01 -0.01 0.000
C 0.118721 2.003614 4.589896 0.01 -0.05 0.19 0.000
C 1.257584 1.172188 4.057316 0.02 0.05 -0.07 0.000
N 1.255758 1.093268 2.609306 0.11 -0.06 -0.04 0.002
C 0.245311 0.836174 1.767800 -0.05 -0.05 0.02 0.003
N 0.679850 0.788618 0.526628 -0.21 0.12 0.03 0.016
C 2.005687 1.041376 0.666437 0.15 -0.10 -0.04 0.002
N 2.404596 1.226056 1.906590 -0.07 0.03 0.00 0.000
C -0.288468 3.153116 3.930240 0.08 -0.01 -0.10 0.000
H -1.976508 5.659728 -3.608970 0.03 0.03 0.02 0.000
H -0.520399 4.969876 -2.897206 -0.01 -0.01 0.06 0.000
H -0.850954 2.661918 -1.672298 0.02 -0.06 0.01 0.000
H -5.004344 2.650112 -1.756439 -0.01 0.00 -0.01 0.000
H -1.408708 7.982346 -2.936883 0.00 -0.01 -0.01 0.000
H -1.517772 9.680741 -1.156417 0.00 0.01 -0.01 0.000
H -1.781058 8.985112 1.214746 -0.01 0.01 0.02 0.000
H -1.825285 4.894889 -0.007622 0.00 -0.01 0.00 0.000
H -2.664635 4.248775 6.079036 -0.02 0.01 0.00 0.000
H -1.948369 2.189310 7.273516 0.00 -0.01 0.01 0.000
H -0.181105 0.759023 6.306816 0.00 0.00 0.01 0.000
H 1.233708 0.168797 4.487306 -0.02 0.00 -0.01 0.000
H 2.214093 1.622919 4.324392 -0.01 -0.04 -0.02 0.000
H -0.769988 0.689800 2.101021 -0.03 0.03 -0.01 0.000
H 2.686691 1.056855 -0.167495 0.01 0.03 -0.01 0.000
H 0.176130 3.435373 2.993605 0.00 -0.01 0.01 0.000
I -2.489193 -7.148996 -0.515137 -0.01 -0.09 0.04 -0.001
C -2.532368 -5.314440 -1.478042 0.03 0.13 -0.04 0.000
C -3.373493 -5.075266 -2.553994 -0.04 -0.06 -0.02 0.013
C -3.346422 -3.824907 -3.144637 0.03 0.08 0.01 -0.001
C -2.479123 -2.861314 -2.656784 -0.12 -0.11 -0.04 0.015
N -1.653720 -3.103831 -1.634252 -0.70 -0.46 -0.06 0.013
C -1.692538 -4.303487 -1.047802 0.05 0.00 0.01 0.020
H -4.034001 -5.848141 -2.922873 0.00 -0.01 0.01 0.001
H -3.982663 -3.588651 -3.985837 -0.02 -0.02 0.01 0.000
H -2.408000 -1.877942 -3.104674 0.02 -0.02 -0.01 0.002
H -1.014940 -4.454054 -0.215240 0.00 -0.01 0.00 0.004
```
Forces are in eV/Å.

***

2.
Entry from the OMol25 dataset: 3 unconnected molecules or ions with the total composition C34H57N3O4S (the ωB97M-V functional and the def2-TZVPD basis).

Calculated values
HOMO   -7.637 eV
Orbital gap   8.31 eV
LUMO level   0.7 eV
Electronic energy   -59674.7570 eV
SMILES string   CC(C)=CCC[C@@H](C)CCc1ccc2c(c1)Sc1ccccc1N2.COCCNCCOC.COCCNCCOC

XYZ file:
```
99
Properties=species:S:1:pos:R:3:forces:R:3:mulliken_charge:R:1
C -0.762938 -4.652298 -1.557915 1.09 0.47 0.79 -1.423
C -1.072524 -3.178854 -1.630047 -0.18 0.15 0.14 0.415
C -0.157889 -2.372314 -2.524604 -0.79 -0.55 -0.74 -1.292
C -2.118391 -2.655510 -0.941990 0.79 0.19 -0.47 0.104
C -3.096450 -1.710024 -1.611527 0.41 0.21 0.64 -0.678
C -4.025504 -0.890508 -0.720077 0.19 0.35 -0.21 -1.483
C -3.388717 0.214212 0.152475 -0.04 -0.18 0.21 0.666
C -3.016321 -0.374425 1.515116 0.27 -0.35 -0.23 -1.453
C -2.251859 0.990406 -0.557408 -0.26 0.29 0.39 -1.415
C -0.826923 0.726868 -0.055277 0.17 0.32 -0.92 0.121
C 0.242821 0.940307 -1.114559 -0.04 -0.03 0.18 0.511
C 0.075227 1.749618 -2.233431 0.15 -0.09 0.16 -0.569
C 1.083405 1.863176 -3.180850 -0.07 0.14 -0.21 -0.748
C 2.286674 1.189411 -3.040005 -0.43 0.08 0.30 0.054
C 2.466357 0.415168 -1.896208 0.38 -0.24 -0.12 1.050
C 1.460999 0.284559 -0.953159 -0.04 0.17 -0.22 -1.144
S 4.027839 -0.399835 -1.693619 0.05 -0.02 0.08 -0.441
C 4.289809 -0.854833 -3.386297 -0.17 0.15 0.18 0.642
C 4.867049 -2.070060 -3.722709 0.02 0.02 -0.10 -0.570
C 5.065954 -2.403771 -5.056243 -0.09 0.10 0.27 -0.564
C 4.662907 -1.516052 -6.043713 0.16 -0.14 -0.12 -0.654
C 4.087419 -0.302212 -5.710175 -0.16 0.16 0.15 -0.665
C 3.895085 0.044765 -4.375131 0.26 -0.23 -0.15 0.437
N 3.310113 1.273604 -4.006412 -0.10 -0.22 -0.09 -0.236
H 0.276628 -4.852849 -1.834985 -0.01 -0.07 0.08 0.417
H -0.929175 -5.053828 -0.555907 -0.25 -0.15 -0.09 0.263
H -1.388765 -5.158880 -2.293707 -0.11 -0.06 0.12 0.310
H 0.201406 -2.939554 -3.387977 -0.04 0.02 -0.03 0.515
H -0.625896 -1.461411 -2.892425 0.23 0.18 0.12 0.321
H 0.717193 -2.136562 -1.916683 0.02 0.14 -0.06 0.225
H -2.217037 -2.964335 0.097997 -1.08 -0.87 -0.37 0.191
H -2.559176 -1.086204 -2.327802 -0.16 0.10 -0.05 0.442
H -3.743122 -2.362467 -2.207779 0.00 0.05 -0.06 0.448
H -4.766630 -0.415762 -1.370788 -0.02 -0.07 -0.02 0.344
H -4.572511 -1.575631 -0.066331 -0.07 0.01 -0.03 0.438
H -4.179979 0.942351 0.351568 -0.06 -0.05 -0.05 0.384
H -3.876335 -0.937232 1.881968 -0.02 0.23 0.30 0.544
H -2.683868 0.365389 2.244114 -0.16 0.07 0.03 0.450
H -2.215842 -1.110819 1.419672 0.00 0.02 0.00 -0.101
H -2.454811 2.054653 -0.406238 0.04 0.02 -0.11 0.425
H -2.326835 0.838232 -1.634647 0.07 -0.12 0.01 0.549
H -0.702972 -0.297737 0.288329 -0.06 0.05 0.24 -0.055
H -0.608225 1.444388 0.738741 -0.04 -0.35 0.36 0.351
H -0.849300 2.293707 -2.376592 0.03 0.00 -0.04 0.497
H 0.930271 2.498740 -4.046579 -0.01 -0.01 -0.02 0.259
H 1.614959 -0.348958 -0.087535 0.05 -0.05 -0.02 0.366
H 5.167454 -2.748823 -2.934856 -0.05 -0.02 0.01 0.388
H 5.506022 -3.360936 -5.298159 0.03 0.03 -0.12 0.392
H 4.796403 -1.783016 -7.083759 -0.02 0.06 -0.03 0.367
H 3.754973 0.388021 -6.477714 0.05 -0.05 -0.06 0.310
H 3.013882 1.792312 -4.821180 0.01 0.09 0.05 0.271
C 3.006590 3.863322 -1.156127 -0.04 0.07 -0.09 -0.730
O 1.879968 4.695720 -1.365689 0.16 0.02 0.07 -0.307
C 1.132359 4.973605 -0.191348 -0.27 -0.02 -0.10 -0.735
C 1.252570 6.430588 0.198966 0.19 0.01 -0.03 -0.275
N 2.594375 6.737177 0.675064 -0.08 0.05 -0.11 -0.311
C 2.859089 8.159003 0.866723 0.14 -0.13 0.07 -0.695
C 2.833197 9.063344 -0.360477 -0.04 0.21 0.10 -0.483
O 3.873187 8.814809 -1.286030 -0.04 -0.08 -0.03 -0.428
C 3.615608 7.802193 -2.240101 0.13 0.07 -0.03 -0.512
H 3.404335 3.602457 -2.135088 0.00 0.00 0.00 0.137
H 3.793128 4.373477 -0.588445 -0.02 -0.06 0.08 0.372
H 2.721559 2.942540 -0.639762 0.05 -0.01 0.03 0.354
H 1.438925 4.321463 0.632193 0.07 0.03 0.01 0.380
H 0.082545 4.758816 -0.417303 0.01 -0.03 0.02 0.359
H 0.535700 6.646843 0.997092 0.00 0.03 0.00 0.394
H 0.971851 7.029072 -0.679175 -0.12 -0.01 0.02 0.200
H 3.265422 6.370160 0.012462 0.02 -0.03 0.03 0.074
H 3.852023 8.243882 1.315133 -0.01 0.05 0.02 0.370
H 2.146262 8.548657 1.600838 -0.04 0.00 -0.02 0.409
H 2.987039 10.087528 -0.010345 0.01 0.00 -0.02 0.353
H 1.860210 9.050451 -0.867097 0.01 -0.11 -0.03 0.340
H 2.553706 7.746853 -2.494866 -0.02 -0.04 0.03 0.261
H 3.953818 6.820293 -1.897124 -0.09 -0.04 -0.01 0.164
H 4.177541 8.050341 -3.140713 0.00 0.02 0.01 0.315
C -4.251420 -7.186260 5.762249 -0.07 0.05 -0.02 -0.721
O -4.447716 -5.799132 5.947464 0.10 -0.12 -0.04 -0.345
C -3.528048 -5.189305 6.844728 -0.12 0.19 0.11 -0.813
C -2.600247 -4.244052 6.113690 0.03 -0.12 -0.16 -0.156
N -1.673379 -4.973062 5.258377 -0.11 0.10 -0.02 -0.282
C -0.889662 -4.131970 4.359941 0.03 -0.23 0.01 -1.237
C -1.632535 -3.346915 3.285971 0.18 0.18 -0.12 -0.009
O -2.233780 -4.150436 2.284627 -0.02 0.03 0.15 -0.333
C -3.530850 -4.630821 2.584769 0.02 -0.05 -0.22 -0.763
H -5.088639 -7.555707 5.172670 -0.01 0.02 -0.01 0.241
H -3.322389 -7.403510 5.223690 0.03 -0.04 0.06 0.301
H -4.237087 -7.716433 6.719344 0.03 -0.02 0.00 0.348
H -2.960446 -5.943655 7.397222 0.04 -0.03 -0.07 0.406
H -4.114143 -4.613079 7.566246 0.00 -0.03 0.02 0.396
H -2.027481 -3.669763 6.847962 0.01 0.02 -0.01 0.379
H -3.227347 -3.540407 5.548516 -0.02 0.07 0.10 0.158
H -2.197470 -5.637254 4.703310 0.02 -0.03 0.01 0.093
H -0.173602 -4.783992 3.853460 0.03 0.05 -0.01 0.427
H -0.306066 -3.428701 4.962572 -0.03 0.03 0.01 0.439
H -0.889353 -2.737280 2.763382 -0.01 0.00 -0.01 0.246
H -2.366349 -2.647177 3.704311 -0.06 -0.10 0.05 0.327
H -4.089399 -3.928824 3.209607 0.01 -0.02 0.05 0.375
H -3.501495 -5.608646 3.073623 -0.04 0.04 0.10 0.195
H -4.058673 -4.753091 1.638000 0.01 0.04 -0.01 0.343
```
Forces are in eV/Å.

***

The lowest electronic energy belongs to which entry? C46H36IN13O2S2V

***

What is the formula in the first record? C46H36IN13O2S2V

***

What is the electronic energy in the first record? -127214.0596 eV

***

The lowest electronic energy belongs to which entry? C46H36IN13O2S2V